1.
Density functional theory data (ωB97M-V/def2-TZVPD) for an isolated molecule of C4H7NO.

Computed properties:
E, a.u.: -286.471155
HOMO-LUMO gap, Eh: 0.35061
LUMO energy, eV: 1.0

Bonds (Å) are listed after each position.
Positions of all 13 atoms, in Å:
1 O 0.125 -0.744 1.543  C3 1.216
2 N 1.808 0.588 -0.100  C5 1.457, C6 1.816, H9 1.015, H10 1.030
3 C -0.286 -0.568 0.412  O1 1.216, C4 1.508, C5 1.507
4 C -1.575 -1.160 -0.099  C3 1.508, H8 1.095, H11 1.092, H13 1.097
5 C 0.447 0.329 -0.551  N2 1.457, C3 1.507, C6 1.490, H7 1.092
6 C 0.446 1.782 -0.221  N2 1.816, C5 1.490, H12 1.104
7 H 0.377 0.017 -1.595  C5 1.092
8 H -2.096 -0.453 -0.754  C4 1.095
9 H 1.942 0.369 0.882  N2 1.015
10 H 2.171 1.497 -0.420  N2 1.030
11 H -2.214 -1.445 0.740  C4 1.092
12 H 0.200 1.844 0.853  C6 1.104
13 H -1.346 -2.055 -0.691  C4 1.097

2.
Density functional theory data (ωB97M-V/def2-TZVPD) for a cluster of 5 separate species, C10H20Br10 in total.

Computed properties:
E, a.u.: -26133.182054
HOMO-LUMO gap, Eh: 0.37476
LUMO energy, eV: 0.2

Bonds (Å) are listed after each position.
Positions of all 40 atoms, in Å:
1 Br 4.913 -0.709 -1.926  C18 1.935
2 Br 2.360 5.820 1.474  C13 1.934
3 Br -5.155 -0.150 -1.247  C11 1.941
4 Br -1.557 -4.689 3.709  C15 1.913
5 Br -3.558 2.228 1.810  C17 1.951
6 Br -2.638 -2.055 1.600  C14 1.945
7 Br -1.721 -2.408 -3.306  C16 1.950
8 Br 0.026 -0.107 0.218  C19 1.943
9 Br -0.026 4.493 -0.726  C12 1.924
10 Br 3.147 -1.747 2.182  C20 1.930
11 C -4.096 -1.014 -2.625  Br3 1.941, C16 1.501, H22 1.087, H37 1.084
12 C 1.829 4.760 -1.162  Br9 1.924, C13 1.515, H25 1.085, H26 1.087
13 C 2.771 4.617 0.017  Br2 1.934, C12 1.515, H29 1.083, H32 1.087
14 C -1.048 -3.152 1.370  Br6 1.945, C15 1.495, H31 1.089, H34 1.085
15 C -1.230 -4.564 1.829  Br4 1.913, C14 1.495, H39 1.083, H40 1.090
16 C -2.699 -1.214 -2.114  Br7 1.950, C11 1.501, H27 1.085, H36 1.085
17 C -2.180 1.645 0.558  Br5 1.951, C19 1.496, H28 1.081, H30 1.085
18 C 3.781 -0.691 -0.357  Br1 1.935, C20 1.498, H23 1.084, H35 1.087
19 C -1.041 1.068 1.338  Br8 1.943, C17 1.496, H21 1.082, H24 1.089
20 C 4.361 -1.593 0.689  Br10 1.930, C18 1.498, H33 1.087, H38 1.088
21 H -1.345 0.496 2.205  C19 1.082
22 H -4.116 -0.355 -3.488  C11 1.087
23 H 2.781 -0.982 -0.658  C18 1.084
24 H -0.366 1.859 1.664  C19 1.089
25 H 1.884 5.757 -1.587  C12 1.085
26 H 2.085 4.035 -1.930  C12 1.087
27 H -2.681 -1.672 -1.131  C16 1.085
28 H -1.891 2.553 0.047  C17 1.081
29 H 2.791 3.609 0.415  C13 1.083
30 H -2.642 0.941 -0.127  C17 1.085
31 H -0.817 -3.137 0.306  C14 1.089
32 H 3.759 4.926 -0.315  C13 1.087
33 H 5.326 -1.241 1.043  C20 1.087
34 H -0.258 -2.649 1.918  C14 1.085
35 H 3.739 0.345 -0.029  C18 1.087
36 H -2.130 -0.291 -2.062  C16 1.085
37 H -4.581 -1.945 -2.895  C11 1.084
38 H 4.528 -2.597 0.301  C20 1.088
39 H -2.019 -5.095 1.309  C15 1.083
40 H -0.288 -5.092 1.682  C15 1.090

3.
Density functional theory data (ωB97M-V/def2-TZVPD) for the ion HO4PS with charge -2 in a non-equilibrium geometry.

Computed properties:
E, a.u.: -1041.147549
HOMO-LUMO gap, Eh: 0.19476
LUMO energy, eV: 6.3
Net charge: -2

Bonds (Å) are listed after each position.
Positions of all 7 atoms, in Å:
1 S -1.758 -0.824 -0.328  O6 1.618, H7 1.320
2 P 0.881 0.237 0.100  O3 1.509, O4 1.524, O5 1.537, O6 2.098
3 O 1.093 -0.114 -1.352  P2 1.509
4 O -0.146 1.354 0.243  P2 1.524
5 O 2.018 0.078 1.122  P2 1.537
6 O -0.536 -1.204 0.662  S1 1.618, P2 2.098
7 H -1.551 0.474 -0.446  S1 1.320

4.
Density functional theory data (ωB97M-V/def2-TZVPD) for a cluster of 16 separate species, C64H96O48 in total in a non-equilibrium geometry.

Computed properties:
E, a.u.: -6107.840864
HOMO-LUMO gap, Eh: 0.37103
LUMO energy, eV: -0.4

Bonds (Å) are listed after each position.
Positions of all 208 atoms, in Å:
1 O 0.587 6.502 5.649  C58 1.400, C100 1.314
2 O -4.866 -4.739 -0.673  C109 1.361, C112 1.382
3 O -2.438 1.677 -7.545  C51 1.348, C90 1.401
4 O -7.781 4.312 -2.089  C59 1.376, C102 1.346
5 O -6.468 -6.277 -0.110  C109 1.224
6 O -3.325 -0.175 1.246  C95 1.225
7 O 6.870 -6.844 3.458  C49 1.335, C86 1.401
8 O -6.630 3.504 4.747  C75 1.394, C91 1.383
9 O -3.829 2.858 -6.374  C51 1.344, C85 1.407
10 O 0.144 -6.859 -1.684  C79 1.209
11 O -9.693 -2.037 6.213  C80 1.424, C106 1.374
12 O 2.644 3.706 -5.791  C69 1.172
13 O -4.636 4.453 4.671  C56 1.406, C91 1.323
14 O 1.077 6.029 3.600  C99 1.422, C100 1.343
15 O 6.913 4.468 0.671  C67 1.330, C89 1.413
16 O -5.646 -6.127 -2.203  C64 1.385, C109 1.323
17 O -1.710 8.611 -3.014  C82 1.357, C107 1.348
18 O -0.440 7.664 4.035  C100 1.215
19 O 4.327 4.907 -6.453  C69 1.320, C108 1.429
20 O 11.232 -1.437 -0.640  C98 1.318, C101 1.416
21 O -0.669 9.537 -4.789  C107 1.233
22 O 7.085 -3.121 7.668  C57 1.238
23 O 4.361 2.754 -6.762  C50 1.410, C69 1.293
24 O -2.263 -5.482 6.514  C66 1.396, C103 1.342
25 O 5.029 3.693 -0.443  C67 1.252
26 O 5.103 -6.050 2.258  C49 1.204
27 O -4.296 -6.297 7.180  C103 1.224
28 O -0.269 -7.555 0.424  C70 1.402, C79 1.306
29 O -8.399 6.506 -1.991  C102 1.201
30 O 5.421 -2.960 -6.822  C110 1.198
31 O 9.439 -1.238 0.574  C98 1.368, C104 1.413
32 O 3.321 -2.688 -5.934  C92 1.371, C110 1.365
33 O -3.275 0.780 -5.589  C51 1.231
34 O 4.840 -7.436 3.958  C49 1.318, C94 1.407
35 O -9.759 4.939 -2.820  C77 1.411, C102 1.342
36 O 3.648 -2.703 -8.118  C65 1.416, C110 1.325
37 O -10.210 -3.599 4.726  C105 1.401, C106 1.355
38 O 7.722 -1.334 6.547  C57 1.282, C93 1.406
39 O -11.508 -3.387 6.639  C106 1.233
40 O 0.300 -8.969 -1.019  C52 1.363, C79 1.300
41 O -1.887 0.930 -0.077  C83 1.452, C95 1.290
42 O 0.432 8.332 -3.172  C78 1.383, C107 1.313
43 O 5.967 -2.342 5.843  C57 1.311, C74 1.435
44 O -4.073 -4.437 5.876  C87 1.408, C103 1.347
45 O 11.329 -0.077 1.188  C98 1.237
46 O -4.813 2.476 5.750  C91 1.225
47 O -1.117 -0.624 1.138  C95 1.324, C97 1.373
48 O 6.093 5.633 -0.853  C67 1.279, C88 1.404
49 C 5.581 -6.733 3.126  O7 1.335, O26 1.204, O34 1.318
50 C 5.646 3.164 -7.171  O23 1.410, C72 1.482, C108 1.524, H119 1.090
51 C -3.190 1.677 -6.426  O3 1.348, O9 1.344, O33 1.231
52 C 0.078 -9.749 0.077  O40 1.363, C70 1.556, H187 1.090, H203 1.090
53 C -8.066 1.947 -1.829  C59 1.521, H113 1.090, H129 1.090, H168 1.090
54 C 6.482 7.776 -0.022  C88 1.527, H146 1.090, H149 1.090, H160 1.090
55 C 1.382 4.758 6.882  C58 1.460, H135 1.090, H181 1.090, H195 1.090
56 C -5.494 5.186 3.831  O13 1.406, C75 1.516, H127 1.090, H143 1.090
57 C 6.935 -2.329 6.728  O22 1.238, O38 1.282, O43 1.311
58 C 1.699 5.660 5.778  O1 1.400, C55 1.460, C99 1.505, H178 1.090
59 C -8.315 3.187 -2.674  O4 1.376, C53 1.521, C77 1.517, H189 1.090
60 C -3.818 5.042 -7.317  C85 1.519, H126 1.090, H150 1.090, H158 1.090
61 C 5.019 -0.670 4.375  C74 1.573, H140 1.090, H191 1.090, H207 1.090
62 C -9.670 -2.513 2.667  C105 1.541, H147 1.090, H148 1.090, H184 1.090
63 C -1.580 -8.859 1.862  C70 1.562, H115 1.090, H173 1.090, H192 1.090
64 C -4.877 -5.208 -2.897  O16 1.385, C68 1.528, C112 1.568, H186 1.090
65 C 2.296 -2.339 -7.900  O36 1.416, C84 1.503, C92 1.550, H137 1.090
66 C -1.814 -4.286 5.953  O24 1.396, C76 1.513, C87 1.520, H180 1.090
67 C 5.940 4.525 -0.233  O15 1.330, O25 1.252, O48 1.279
68 C -5.642 -4.570 -4.056  C64 1.528, H151 1.090, H176 1.090, H208 1.090
69 C 3.672 3.767 -6.350  O12 1.172, O19 1.320, O23 1.293
70 C -0.168 -8.711 1.210  O28 1.402, C52 1.556, C63 1.562, H154 1.090
71 C -2.186 6.644 -1.900  C82 1.538, H136 1.090, H169 1.090, H193 1.090
72 C 5.983 2.685 -8.533  C50 1.482, H161 1.090, H163 1.090, H199 1.090
73 C 7.680 -1.783 -0.900  C104 1.536, H134 1.090, H167 1.090, H182 1.090
74 C 6.318 -1.468 4.761  O43 1.435, C61 1.573, C93 1.516, H206 1.090
75 C -6.735 4.337 3.635  O8 1.394, C56 1.516, C96 1.576, H183 1.090
76 C -0.561 -4.495 5.130  C66 1.513, H171 1.090, H194 1.090, H202 1.090
77 C -9.789 3.529 -2.783  O35 1.411, C59 1.517, H130 1.090, H190 1.090
78 C 0.132 7.719 -1.970  O42 1.383, C82 1.547, H131 1.090, H166 1.090
79 C 0.125 -7.698 -0.813  O10 1.209, O28 1.306, O40 1.300
80 C -8.842 -1.824 5.092  O11 1.424, C105 1.520, H132 1.090, H177 1.090
81 C 5.204 -9.146 5.488  C94 1.494, H114 1.090, H179 1.090, H204 1.090
82 C -1.392 7.961 -1.866  O17 1.357, C71 1.538, C78 1.547, H170 1.090
83 C -0.468 0.988 -0.380  O41 1.452, C97 1.486, H116 1.090, H141 1.090
84 C 1.397 -2.973 -8.924  C65 1.503, H121 1.090, H157 1.090, H175 1.090
85 C -3.749 3.550 -7.597  O9 1.407, C60 1.519, C90 1.547, H138 1.090
86 C 7.066 -7.654 4.584  O7 1.401, C94 1.542, H122 1.090, H145 1.090
87 C -3.031 -3.771 5.203  O44 1.408, C66 1.520, H174 1.090, H185 1.090
88 C 7.135 6.439 -0.367  O48 1.404, C54 1.527, C89 1.496, H124 1.090
89 C 7.616 5.683 0.832  O15 1.413, C88 1.496, H123 1.090, H159 1.090
90 C -2.442 2.939 -8.154  O3 1.401, C85 1.547, H120 1.090, H200 1.090
91 C -5.312 3.427 5.161  O8 1.383, O13 1.323, O46 1.225
92 C 2.043 -2.750 -6.427  O32 1.371, C65 1.550, H133 1.090, H152 1.090
93 C 7.366 -0.586 5.411  O38 1.406, C74 1.516, H117 1.090, H162 1.090
94 C 5.612 -7.767 5.086  O34 1.407, C81 1.494, C86 1.542, H205 1.090
95 C -2.195 0.090 0.854  O6 1.225, O41 1.290, O47 1.324
96 C -8.088 5.131 3.787  C75 1.576, H165 1.090, H188 1.090, H201 1.090
97 C -0.013 -0.127 0.490  O47 1.373, C83 1.486, C111 1.538, H172 1.090
98 C 10.767 -0.922 0.481  O20 1.318, O31 1.368, O45 1.237
99 C 1.877 5.146 4.376  O14 1.422, C58 1.505, H118 1.090, H164 1.090
100 C 0.270 6.746 4.398  O1 1.314, O14 1.343, O18 1.215
101 C 10.166 -1.934 -1.428  O20 1.416, C104 1.477, H125 1.090, H198 1.090
102 C -8.609 5.357 -2.269  O4 1.346, O29 1.201, O35 1.342
103 C -3.602 -5.466 6.607  O24 1.342, O27 1.224, O44 1.347
104 C 9.094 -2.163 -0.438  O31 1.413, C73 1.536, C101 1.477, H142 1.090
105 C -9.183 -2.901 4.077  O37 1.401, C62 1.541, C80 1.520, H153 1.090
106 C -10.572 -3.050 5.910  O11 1.374, O37 1.355, O39 1.233
107 C -0.611 8.889 -3.742  O17 1.348, O21 1.233, O42 1.313
108 C 5.593 4.684 -7.076  O19 1.429, C50 1.524, H139 1.090, H155 1.090
109 C -5.704 -5.781 -0.927  O2 1.361, O5 1.224, O16 1.323
110 C 4.245 -2.761 -6.937  O30 1.198, O32 1.365, O36 1.325
111 C 0.618 -1.204 -0.407  C97 1.538, H156 1.090, H196 1.090, H197 1.090
112 C -4.340 -4.194 -1.828  O2 1.382, C64 1.568, H128 1.090, H144 1.090
113 H -6.996 1.748 -1.759  C53 1.090
114 H 4.151 -9.382 5.639  C81 1.090
115 H -1.691 -8.087 2.622  C63 1.090
116 H 0.088 1.875 -0.074  C83 1.090
117 H 8.199 -0.466 4.719  C93 1.090
118 H 1.615 4.088 4.387  C99 1.090
119 H 6.275 2.679 -6.426  C50 1.090
120 H -2.564 2.812 -9.230  C90 1.090
121 H 1.442 -4.058 -8.829  C84 1.090
122 H 7.731 -7.262 5.354  C86 1.090
123 H 7.291 6.233 1.715  C89 1.090
124 H 7.989 6.619 -1.019  C88 1.090
125 H 9.962 -1.226 -2.231  C101 1.090
126 H -4.753 5.098 -6.760  C60 1.090
127 H -4.982 5.245 2.871  C56 1.090
128 H -4.718 -3.189 -2.020  C112 1.090
129 H -8.508 1.091 -2.337  C53 1.090
130 H -10.227 3.238 -1.828  C77 1.090
131 H 0.646 8.196 -1.136  C78 1.090
132 H -7.814 -1.829 5.454  C80 1.090
133 H 1.425 -2.008 -5.922  C92 1.090
134 H 7.553 -0.787 -1.325  C73 1.090
135 H 0.438 4.221 6.788  C55 1.090
136 H -3.213 7.008 -1.915  C71 1.090
137 H 2.162 -1.258 -7.942  C65 1.090
138 H -4.513 3.200 -8.292  C85 1.090
139 H 5.710 5.072 -8.088  C108 1.090
140 H 4.543 -0.241 5.256  C61 1.090
141 H -0.319 0.830 -1.448  C83 1.090
142 H 9.171 -3.181 -0.056  C104 1.090
143 H -5.730 6.134 4.316  C56 1.090
144 H -3.253 -4.247 -1.890  C112 1.090
145 H 7.433 -8.650 4.337  C86 1.090
146 H 5.676 7.605 0.692  C54 1.090
147 H -10.010 -3.391 2.118  C62 1.090
148 H -8.829 -2.055 2.146  C62 1.090
149 H 7.247 8.397 0.444  C54 1.090
150 H -2.944 5.419 -6.786  C60 1.090
151 H -6.148 -5.320 -4.665  C68 1.090
152 H 1.624 -3.742 -6.261  C92 1.090
153 H -8.351 -3.604 4.045  C105 1.090
154 H 0.631 -8.596 1.942  C70 1.090
155 H 6.416 4.984 -6.427  C108 1.090
156 H 0.914 -2.122 0.102  C111 1.090
157 H 0.382 -2.814 -8.561  C84 1.090
158 H -3.811 5.581 -8.265  C60 1.090
159 H 8.689 5.513 0.748  C89 1.090
160 H 6.092 8.247 -0.925  C54 1.090
161 H 5.776 1.619 -8.619  C72 1.090
162 H 7.027 0.410 5.693  C93 1.090
163 H 7.034 2.864 -8.759  C72 1.090
164 H 2.931 5.287 4.136  C99 1.090
165 H -8.901 4.430 3.977  C96 1.090
166 H 0.406 6.664 -1.959  C78 1.090
167 H 7.310 -2.435 -1.691  C73 1.090
168 H -8.443 2.020 -0.809  C53 1.090
169 H -2.033 6.033 -2.790  C71 1.090
170 H -1.591 8.619 -1.020  C82 1.090
171 H 0.378 -4.707 5.642  C76 1.090
172 H 0.764 0.164 1.197  C97 1.090
173 H -2.373 -8.747 1.123  C63 1.090
174 H -3.111 -2.690 5.319  C87 1.090
175 H 1.611 -2.562 -9.911  C84 1.090
176 H -4.909 -4.120 -4.725  C68 1.090
177 H -9.045 -0.797 4.788  C80 1.090
178 H 2.536 6.246 6.157  C58 1.090
179 H 5.768 -9.466 6.364  C81 1.090
180 H -1.619 -3.595 6.772  C66 1.090
181 H 2.146 3.986 6.970  C55 1.090
182 H 6.938 -1.922 -0.114  C73 1.090
183 H -6.668 3.675 2.772  C75 1.090
184 H -10.556 -1.882 2.743  C62 1.090
185 H -2.963 -4.063 4.155  C87 1.090
186 H -4.032 -5.780 -3.282  C64 1.090
187 H 1.019 -10.255 0.292  C52 1.090
188 H -8.241 5.570 2.802  C96 1.090
189 H -7.877 3.024 -3.659  C59 1.090
190 H -10.419 3.132 -3.578  C77 1.090
191 H 5.202 0.129 3.657  C61 1.090
192 H -1.794 -9.813 2.344  C63 1.090
193 H -1.903 6.109 -0.994  C71 1.090
194 H -0.324 -3.591 4.569  C76 1.090
195 H 1.343 5.354 7.793  C55 1.090
196 H 1.415 -0.850 -1.061  C111 1.090
197 H -0.108 -1.589 -1.123  C111 1.090
198 H 10.368 -2.863 -1.961  C101 1.090
199 H 5.300 3.162 -9.236  C72 1.090
200 H -1.627 3.631 -7.944  C90 1.090
201 H -8.046 5.847 4.608  C96 1.090
202 H -0.717 -5.336 4.455  C76 1.090
203 H -0.745 -10.450 -0.070  C52 1.090
204 H 5.526 -9.803 4.680  C81 1.090
205 H 5.533 -7.032 5.887  C94 1.090
206 H 6.746 -1.924 3.867  C74 1.090
207 H 4.208 -1.330 4.067  C61 1.090
208 H -6.226 -3.715 -3.715  C68 1.090

5.
Density functional theory data (ωB97M-V/def2-TZVPD) for an isolated molecule of CH2ClPS in a non-equilibrium geometry.

Computed properties:
E, a.u.: -1238.944460
HOMO-LUMO gap (alpha / beta), Eh: 0.30525 / 0.21895
LUMO energy (alpha / beta), eV: -1.0 / -2.2

Bonds (Å) are listed after each position.
Positions of all 6 atoms, in Å:
1 Cl -1.625 0.417 1.789  P3 1.946
2 S 1.771 -0.242 0.882  C4 1.883
3 P -1.544 -0.036 -0.102  Cl1 1.946, C4 1.953
4 C 0.387 -0.100 -0.386  S2 1.883, P3 1.953, H5 1.187, H6 1.082
5 H 0.682 -0.866 -1.244  C4 1.187
6 H 0.329 0.827 -0.939  C4 1.082

6.
Density functional theory data (ωB97M-V/def2-TZVPD) for a cluster of 3 separate species, CHClO3S in total in a non-equilibrium geometry.

Computed properties:
E, a.u.: -1122.747803
HOMO-LUMO gap, Eh: 0.37691
LUMO energy, eV: -1.5

Bonds (Å) are listed after each position.
Positions of all 7 atoms, in Å:
1 Cl -1.773 0.323 -1.432  H7 1.501
2 S 0.299 -0.829 1.080  O3 1.399, O5 1.433
3 O 0.380 -2.070 0.437  S2 1.399
4 O 0.642 1.908 -0.376  C6 1.148
5 O -0.662 -0.754 2.141  S2 1.433
6 C 1.443 1.210 -0.811  O4 1.148
7 H -0.329 0.213 -1.039  Cl1 1.501

Short version: energy above the lowest of the compared OMol25 structures with the same formula, charge and spin = 100.7; 4.6; 0.0; 89.4; 62.9; 44.6 kcal/mol, in the order given.